Record 1
C34H39ClN4O2P2Pd | ωB97M-V/def2-TZVPD

Atoms and positions in Å:
Pd: -0.95 -0.35 -3.89
Cl: 0.97 5.29 3.71
P: 2.11 -3.16 -5.74
P: -1.22 -4.85 -4.69
O: -0.85 2.28 -2.08
O: -0.02 0.54 -0.93
N: -2.31 -5.64 -6.00
N: -1.27 -6.30 -3.66
N: 3.43 -4.32 -5.21
N: 2.85 -2.93 -7.37
C: 5.00 -5.39 -3.94
C: 2.59 -1.65 -0.57
C: 0.92 -4.39 -6.45
C: 3.08 -2.09 -9.47
C: 4.38 -6.36 -4.82
C: -1.85 -7.70 -1.99
C: 0.83 -4.31 0.94
C: 0.63 -2.98 -1.23
C: 3.90 -3.60 -8.00
C: -0.32 1.77 -1.08
C: 2.27 -2.10 -8.34
C: 2.07 -3.71 1.58
C: -3.16 -6.90 -7.71
C: -0.93 -7.59 -4.05
C: -0.52 4.05 0.22
C: 0.60 2.17 1.27
C: 3.45 -5.67 -5.60
C: 0.95 2.97 2.36
C: -1.30 -8.48 -3.05
C: -3.52 -5.07 -6.41
C: 4.41 -4.15 -4.21
C: -1.84 -6.38 -2.39
C: 2.15 -2.81 -1.39
C: -2.11 -6.76 -6.81
C: 0.56 4.31 2.38
C: -1.85 -0.40 -2.17
C: 2.15 -2.19 1.92
C: 0.34 -5.40 -5.46
C: -0.19 4.86 1.32
C: 4.12 -3.04 -9.25
C: 2.22 -1.33 0.71
C: 0.31 -4.11 -0.26
C: -4.07 -5.82 -7.46
C: -0.05 2.72 0.16
H: 3.08 -1.94 2.49
H: 5.81 -5.58 -3.24
H: -3.90 -4.18 -5.92
H: -2.78 -0.78 -2.63
H: -1.12 4.42 -0.61
H: -1.22 -9.55 -3.15
H: 4.93 -3.29 -9.92
H: 1.32 -1.90 2.60
H: -1.24 -7.39 -6.71
H: 4.39 -4.43 -7.51
H: -0.48 5.90 1.40
H: 1.52 2.50 3.15
H: 1.97 -0.27 0.88
H: -1.40 -1.17 -1.53
H: -2.17 -5.47 -1.88
H: -3.26 -7.70 -8.44
H: 0.14 -6.30 -6.05
H: -0.42 -7.80 -4.98
H: -5.01 -5.64 -7.96
H: 2.95 -1.47 -10.34
H: 0.21 -2.02 -0.86
H: 1.44 -4.94 -7.27
H: 2.38 -2.53 -2.42
H: 0.21 -3.05 -2.28
H: 2.67 -3.76 -1.23
H: 2.81 -6.03 -6.39
H: -2.22 -8.08 -1.04
H: 4.58 -7.42 -4.92
H: 4.66 -3.17 -3.80
H: 0.29 -5.06 1.59
H: 2.95 -3.86 0.93
H: 0.15 -3.78 -6.95
H: 0.86 1.12 1.34
H: -0.52 -4.72 -0.62
H: 3.46 -1.10 -0.98
H: 1.06 -5.69 -4.68
H: 2.26 -4.24 2.54
H: -2.13 0.62 -1.81
H: 1.33 -1.61 -8.14

Values from the calculation:
- LUMO level (spin up / spin down) (eV) = -0.31 / -3.48
- DFT total energy (Eh) = -2958.916308
- HOMO energy (spin up / spin down) (eV) = -7.76 / -8.05
- spin multiplicity = 3
- molecular weight (g mol⁻¹) = 739.533

Record 2
C34H39F27N3O3Si | ωB97M-V/def2-TZVPD

Atoms and positions in Å:
Si: 6.01 1.48 -0.77
F: -4.12 1.65 7.37
F: -3.09 6.21 7.19
F: -1.45 -3.36 -6.92
F: 2.94 -1.59 -2.24
F: -8.75 -1.21 0.77
F: 3.67 -1.13 -7.52
F: 0.48 0.41 -7.36
F: -6.77 -0.88 -0.07
F: -4.15 -1.28 0.11
F: 2.67 0.17 -0.66
F: -3.45 2.72 4.78
F: -0.55 -1.46 -6.38
F: -5.80 0.36 1.79
F: -2.60 4.70 5.71
F: -3.90 1.22 1.23
F: -5.18 5.69 5.34
F: -7.73 -3.41 2.24
F: -5.29 3.65 6.07
F: -6.83 -1.51 2.77
F: -2.47 -1.16 -8.38
F: -2.18 0.67 7.39
F: 2.38 1.27 -7.92
F: 2.13 -1.23 -9.05
F: -0.49 -0.83 -9.22
F: 0.48 -2.75 5.84
F: -2.61 -1.18 1.64
F: -3.43 0.55 4.93
O: -5.66 -3.00 1.53
O: -3.07 4.08 7.84
O: 0.62 -2.95 -7.63
N: 1.05 -2.88 -0.04
N: 1.72 -3.17 2.34
N: 0.36 -2.95 -1.24
C: 7.72 2.22 -1.26
C: 5.85 1.53 1.19
C: -1.29 -1.77 -8.66
C: 5.77 -0.30 -1.47
C: -2.81 1.68 5.37
C: 2.52 3.26 -3.41
C: -4.47 0.21 1.94
C: -3.96 -1.14 1.45
C: 1.99 4.59 -2.56
C: -3.41 4.95 6.77
C: 2.32 -1.09 -7.71
C: -1.48 -1.94 -2.77
C: 4.86 -1.29 -0.50
C: 3.98 3.91 -0.57
C: 1.85 -3.48 3.81
C: -2.19 3.00 7.50
C: 2.74 4.87 -1.12
C: -2.85 1.76 6.89
C: -4.56 -2.36 2.17
C: 1.72 -2.31 -6.98
C: 0.34 -3.32 4.47
C: -4.90 4.90 6.41
C: -0.51 -1.91 -1.41
C: -6.94 -2.41 1.76
C: 0.67 -3.51 1.30
C: -0.66 -2.36 -7.39
C: 1.81 0.26 -7.21
C: -7.57 -1.82 0.49
C: 4.55 2.61 -1.43
C: -0.68 -0.60 -0.43
C: 3.24 -1.22 -0.81
C: 2.35 -2.15 0.26
C: 3.76 2.31 -2.87
C: 2.86 -2.31 1.82
H: 7.66 2.47 -2.41
H: -0.26 -2.55 3.80
H: -0.29 -4.15 1.56
H: 4.06 1.39 -3.55
H: -4.77 -2.15 3.23
H: 2.40 5.80 -0.45
H: -7.75 -2.59 -0.25
H: -1.80 -0.19 -0.50
H: 4.43 4.20 0.49
H: -1.30 -2.99 -3.28
H: 0.00 0.28 -0.80
H: 2.51 -2.63 4.32
H: -2.62 -1.90 -2.49
H: 1.99 3.04 -4.44
H: 4.80 1.14 1.56
H: 6.84 -0.81 -1.59
H: -1.33 3.35 6.92
H: 5.23 -2.40 -0.76
H: -5.52 5.23 7.25
H: -1.78 1.66 5.00
H: -4.22 0.37 2.99
H: 6.76 0.97 1.67
H: -1.76 2.69 8.46
H: -1.47 -2.55 -9.41
H: -1.16 -1.13 -3.57
H: 1.51 -2.10 -5.92
H: 7.90 3.18 -0.59
H: -3.77 -3.12 2.19
H: -0.22 -4.36 4.48
H: 5.32 -0.26 -2.57
H: 8.55 1.40 -1.01
H: 2.37 -4.50 4.02
H: -0.48 -0.81 0.71
H: 2.51 -3.07 -6.96
H: 3.81 -1.86 2.34
H: 5.90 2.68 1.52
H: 1.13 5.31 -2.93
H: 5.14 -1.13 0.64
H: 2.06 0.42 -6.16

Values from the calculation:
- LUMO level (eV) = -3.98
- DFT total energy (Eh) = -4693.921438
- HOMO energy (eV) = -10.38
- net charge = +1
- energy relative to the best compared isomer or geometry (same formula, charge and spin) (kcal per mole) = 454.7
- molecular weight (g mol⁻¹) = 1078.736